#one
Molecular formula: C3H12O4
Method: DFT, wB97M-V/def2-TZVPD

```
! wB97M-V def2-TZVPD RIJCOSX def2/J DEFGRID3
* xyz 0 1
O 1.0012 1.2438 -2.3475
O -0.7118 0.2276 -0.1931
O -2.7436 1.1202 -2.1915
O 2.3697 -0.2345 -0.0198
C 0.0131 -1.5253 3.0701
C -0.2190 -0.6648 0.7123
C -0.1271 -0.4845 2.0239
H 0.8228 -1.4010 3.7982
H 1.9351 1.4889 -2.2968
H 0.9652 0.6229 -1.6092
H 2.1820 -0.0150 0.8974
H -0.8915 -1.6130 3.6982
H 3.3136 -0.2738 -0.1680
H 0.1732 -2.4836 2.5652
H -1.1242 -0.1366 -0.9733
H -1.7939 1.3006 -2.2451
H 0.1787 -1.5016 0.1445
H -0.2652 0.5196 2.4359
H -2.7690 0.4406 -2.8843
*
```

Calculated values
SMILES: C/C=C/O.O.O.O



#two
Molecular formula: C3H12O4
Method: DFT, wB97M-V/def2-TZVPD

```
! wB97M-V def2-TZVPD RIJCOSX def2/J DEFGRID3
* xyz 0 1
O -1.6742 -1.4580 0.0347
O -0.2735 -0.3738 1.6983
O -0.5720 2.3252 0.5822
O -2.0012 0.5842 -1.2177
C 1.5047 0.3063 0.0993
C 2.4279 -0.1874 -0.8424
C 0.9771 -0.7484 1.0661
H 0.7771 -1.6178 0.4254
H 1.2067 1.5342 0.3417
H 1.8018 -0.9977 1.8075
H -2.8283 0.6123 -1.7586
H -1.8330 -0.3521 -0.8565
H -0.6479 1.6377 1.3102
H 2.7850 0.3557 -1.6782
H -2.6500 -1.5969 0.3958
H -1.1638 2.1296 -0.1774
H 2.7948 -1.2737 -0.7133
H -0.9643 -0.7325 0.9794
H 0.3332 -0.1469 -1.4965
*
```



#three
Molecular formula: C3H12O4
Method: DFT, wB97M-V/def2-TZVPD

```
! wB97M-V def2-TZVPD RIJCOSX def2/J DEFGRID3
* xyz 0 1
O 1.8128 -0.1145 -0.1461
O -3.3901 0.0031 0.2398
O -0.0898 1.7746 -1.1186
O -2.3881 4.4757 -0.2967
C 1.7495 -3.7271 0.8915
C 1.6634 -2.4739 0.0615
C 1.8853 -1.2921 0.6083
H 0.4253 1.1909 -0.5351
H 1.3810 -3.5736 1.8942
H -0.0298 1.2775 -1.9334
H 2.4394 -0.0899 -0.8823
H -3.1951 -0.1746 1.1640
H -1.5680 4.6619 -0.7596
H 1.0153 -2.4817 -0.8086
H 2.3515 -1.1013 1.5605
H 0.9854 -4.4434 0.5297
H -3.5211 0.9465 0.1413
H -2.4160 3.5351 -0.3902
H 2.7173 -4.2257 0.8250
*
```

Calculated values
SMILES: C/C=C/O.O.O.O



Which structure is the least stable? The one labeled #two.



#one
Molecular formula: C4H13N2O2
Method: DFT, wB97M-V/def2-TZVPD

```
! wB97M-V def2-TZVPD RIJCOSX def2/J DEFGRID3
* xyz 1 1
O 2.8490 -2.1971 -1.9292
O 2.0923 -0.6283 -0.5793
N 0.4472 1.0683 0.6488
N 0.7564 -1.4709 -2.1784
C -1.1872 -0.6246 0.8018
C -1.7420 1.8074 1.3635
C -0.9816 0.9015 0.4460
C 1.9127 -1.3632 -1.5324
H 0.1449 -0.7525 -1.7583
H -1.2969 1.0980 -0.5663
H -2.8410 1.8750 1.2439
H -0.7765 -1.1631 0.0112
H -1.4554 1.4011 2.4385
H -1.4707 2.8589 1.4299
H 0.6113 2.0465 0.4776
H 0.7943 0.5656 1.5769
H -2.3727 -0.7265 0.6323
H -0.9074 -1.0046 1.6761
H 3.4903 -2.3639 -1.2350
H 0.6495 -1.7858 -3.1313
H 1.2835 0.4584 0.1636
*
```



#two
Molecular formula: C4H13N2O2
Method: DFT, wB97M-V/def2-TZVPD

```
! wB97M-V def2-TZVPD RIJCOSX def2/J DEFGRID3
* xyz 1 1
O -1.2833 0.5709 -1.5396
O 0.0967 2.9656 -0.4269
N -1.8058 1.4341 0.8660
N 0.0811 -1.1119 -0.8766
C -1.3779 0.0116 0.7179
C 0.8991 -1.8391 0.1215
C -0.8151 -0.1414 -0.6746
C 2.3817 -1.7008 -0.2250
H 2.6635 -0.6900 0.0601
H 0.6648 -1.3984 1.0813
H 2.6451 -2.1707 -1.1629
H -1.0647 1.9311 1.3084
H -2.2240 -0.6704 0.7892
H 0.4728 2.3421 -1.0661
H -2.6315 1.4948 1.4719
H 0.1827 3.7860 -0.9347
H 0.4226 -1.2159 -1.8192
H 0.5739 -2.8621 0.2438
H -0.8121 -0.3177 1.5779
H -1.9566 1.8133 -0.0907
H 2.8870 -2.2313 0.5782
*
```



#three
Molecular formula: C4H13N2O2
Method: DFT, wB97M-V/def2-TZVPD

```
! wB97M-V def2-TZVPD RIJCOSX def2/J DEFGRID3
* xyz 1 1
O 0.2138 2.9129 -0.7020
O -1.8989 -2.4221 -1.4703
N -0.9076 -0.3733 1.4932
N 1.2680 0.8381 0.4691
C -0.9340 -0.6825 -0.0120
C -1.9597 -1.7835 -0.4854
C 0.4225 -1.3852 -0.3532
C 1.4710 -0.3241 -0.4155
H -0.6848 3.2268 -0.2599
H 2.1990 1.2877 0.8905
H -2.8864 -1.5952 0.1390
H -1.5867 0.3111 1.7080
H 0.6162 -2.2038 0.2858
H 0.9831 3.5217 -0.6850
H 1.4199 0.0879 -1.4049
H 0.9640 1.5577 -0.0575
H -1.0120 -1.2136 2.0650
H -1.1288 0.1826 -0.5862
H 0.6488 0.4144 1.2460
H 2.4860 -0.6344 -0.3874
H 0.3066 -1.7232 -1.4774
*
```



Which structure is the least stable? The one labeled #three.



#one
Molecular formula: C5H27NO9
Method: DFT, wB97M-V/def2-TZVPD

```
! wB97M-V def2-TZVPD RIJCOSX def2/J DEFGRID3
* xyz 0 1
O 2.9266 -0.4038 2.8470
O -0.6400 -2.0016 -3.0072
O 2.7423 -1.3018 0.3493
O 0.9983 -0.2402 -4.0951
O -0.5276 -0.5220 3.7716
O 1.8783 -2.1670 -2.3109
O -2.8583 0.8454 2.6065
O -0.1185 -2.6838 0.9416
O -2.6256 -1.5673 1.6376
N 2.3708 1.6955 -0.6533
C -0.7091 2.1324 -1.4551
C -2.0727 1.6091 -1.6842
C -0.1195 2.1517 -0.2537
C 1.3182 2.6200 -0.2162
C -3.0447 1.6891 -0.7825
H -0.4782 -1.7962 1.0734
H -0.3063 -1.2567 4.3459
H -2.3085 1.2875 -2.6921
H 2.2460 1.4103 -1.6173
H 2.6820 -1.6701 -2.3178
H -0.9067 -3.1873 1.1842
H -4.0444 1.2774 -0.8670
H -1.3128 -2.6522 -3.2064
H -2.7291 -0.8496 2.3032
H 2.0498 -0.1096 3.0326
H -2.9421 2.1550 0.1905
H -2.0405 0.8798 3.1176
H 2.3130 0.8514 -0.0951
H 2.7423 -2.1634 0.7661
H -0.7031 1.7891 0.5774
H -3.4999 1.4102 3.0396
H 0.8357 -1.1780 -4.1804
H 3.6185 0.2033 2.5974
H 0.6177 -0.0427 -3.2382
H -0.1086 2.4122 -2.3124
H 0.2184 0.0746 3.9048
H -2.6076 -0.9828 0.8725
H 0.0441 -2.4118 -2.4556
H 1.9622 -1.0068 -0.1192
H 2.0677 -2.7290 -1.5444
H 1.4412 3.5045 -0.8390
H 1.6309 2.9250 0.7842
*
```

Calculated values
SMILES: C=C/C=C/CN.O.O.O.O.O.O.O.O.O



#two
Molecular formula: C5H27NO9
Method: DFT, wB97M-V/def2-TZVPD

```
! wB97M-V def2-TZVPD RIJCOSX def2/J DEFGRID3
* xyz 0 1
O -1.0556 -2.1023 1.0003
O -0.0231 -3.6106 -1.7128
O 1.4693 -2.6161 0.4601
O 2.3820 1.0943 -1.7906
O 3.3843 -1.4624 -0.9196
O -4.4754 0.7542 0.5555
O -2.1956 -0.3481 -1.6273
O -3.7000 -0.8512 2.6820
O 1.0942 -0.7494 2.6861
N -1.1380 1.1316 -0.3018
C 2.0682 2.7139 1.0355
C -1.2434 0.4121 -1.4599
C 0.6555 1.9784 1.0917
C -0.2776 2.3116 -0.1138
C -0.2993 0.6135 -2.6092
H 2.5632 2.3890 1.9551
H 1.9324 -1.1442 2.9346
H 0.0969 -4.5284 -1.9660
H 1.9451 0.4207 -1.2496
H 4.1251 -1.9766 -0.5920
H 0.7141 0.0347 3.1100
H -0.6448 -1.3564 1.4624
H 0.3472 2.5308 -0.9691
H 0.9198 -3.1381 -0.1481
H 0.4917 -0.1465 -2.6835
H 2.0770 3.7775 0.9702
H -4.3120 -0.1397 0.2355
H 3.2091 0.5794 -1.8125
H -3.8111 -1.6326 2.1330
H 0.0042 -3.1096 -2.5460
H 2.5987 2.2507 0.2108
H -1.8829 1.1352 0.3813
H -0.8260 3.2178 0.1047
H 0.8139 -2.0286 0.8926
H 0.8008 0.9041 1.1284
H 2.5111 -1.7343 -0.5480
H -4.5468 1.3271 -0.2239
H 0.1601 1.5902 -2.5510
H -1.3274 -1.7454 0.1362
H -0.8826 0.8726 -3.4992
H 0.1125 2.4041 1.9476
H -3.8346 -0.0231 2.2104
*
```

Calculated values
SMILES: CCCNC(C)=O.O.O.O.O.O.O.O.O



Which structure is the least stable? The one labeled #one.